DFT (ωB97M-V with the def2-TZVPD basis set) results for a 2-piece molecular cluster, C4H9ClSi overall in a non-equilibrium geometry.

```
! wB97M-V def2-TZVPD RIJCOSX def2/J DEFGRID3
* xyz 0 1
C -0.14 3.25 0.17
C -1.21 2.55 -0.07
C 1.60 -1.80 0.00
C 0.15 -1.82 0.46
Si -0.98 -0.62 -0.47
Cl -2.90 -1.14 -0.08
H -0.15 4.34 0.30
H 0.85 2.82 0.25
H -2.24 2.83 -0.16
H 1.68 -1.96 -1.07
H 2.07 -0.84 0.23
H 2.17 -2.58 0.50
H 0.11 -1.62 1.54
H -0.25 -2.83 0.32
H -0.75 -0.57 -1.91
*
```

- HOMO-LUMO gap (spin up / spin down): 8.28 / 7.50 eV
- HOMO level (spin up / spin down): -8.632 / -7.596 eV

DFT (ωB97M-V with the def2-TZVPD basis set) results for a 2-piece molecular cluster, C2H2N3O overall in a non-equilibrium geometry.

```
! wB97M-V def2-TZVPD RIJCOSX def2/J DEFGRID3
* xyz 1 1
C 2.02 -0.20 -0.56
C -2.07 0.30 0.05
N -1.28 -0.98 -0.13
N -1.34 -2.08 -0.20
N 0.93 -0.50 -0.39
O -1.89 1.23 -0.61
H 3.03 0.07 -0.73
H -2.78 0.10 0.86
*
```

- HOMO-LUMO gap: 10.50 eV
- HOMO level: -17.465 eV

For each record above, in turn, the calculated relative energy (zero: lowest compared OMol25 entry of this formula, charge and spin) values are 4.361, 1.577 eV.